[1]
{"formula": "C36H54F18O18", "method": "ωB97M-V/def2-TZVPD", "lumo_energy_ha": 0.01225, "smiles": "CCOC(=O)C(F)(F)F.CCOC(=O)C(F)(F)F.CCOC(=O)C(F)(F)F.CCOC(=O)C(F)(F)F.CCOC(=O)C(F)(F)F.CCOC(=O)C(F)(F)F.CCOC(C)=O.CCOC(C)=O.CCOC(C)=O", "fmax_ha_per_bohr": 0.0749, "total_charge": 0, "e_homo_ev": -10.043, "multiplicity": 1, "e_tot_ev": -123978.717, "species": ["H", "O", "H", "C", "H", "H", "F", "O", "H", "F", "H", "H", "O", "C", "H", "C", "H", "H", "H", "H", "H", "C", "C", "H", "F", "O", "O", "C", "H", "F", "O", "H", "H", "H", "C", "H", "H", "O", "H", "C", "F", "C", "C", "H", "F", "H", "C", "C", "C", "C", "F", "C", "H", "C", "H", "H", "H", "H", "C", "H", "C", "H", "C", "C", "C", "H", "C", "F", "H", "H", "O", "H", "H", "C", "H", "F", "H", "C", "O", "H", "C", "H", "H", "O", "H", "C", "O", "H", "H", "O", "F", "H", "O", "H", "H", "F", "C", "F", "F", "F", "C", "O", "C", "C", "H", "C", "F", "O", "O", "C", "F", "H", "H", "O", "H", "H", "H", "C", "F", "F", "H", "O", "H", "C", "C", "C"], "coordinates": [[21.3056, 12.0362, 22.2467], [13.2732, 14.1517, 16.1963], [7.8330, 11.0147, 20.5904], [13.4632, 18.2936, 20.8962], [10.4204, 14.3483, 19.3942], [11.1995, 19.2771, 13.3933], [17.4752, 8.8076, 15.4037], [15.1112, 11.0580, 16.2373], [20.5443, 13.6504, 22.5288], [15.5372, 18.5832, 17.2806], [17.6908, 11.5230, 18.9829], [13.0588, 20.4109, 20.7420], [9.8414, 11.1831, 20.8726], [12.3460, 14.7856, 15.5246], [8.7595, 11.2326, 19.0874], [12.6678, 14.9968, 14.0870], [11.6904, 13.6236, 17.5302], [12.0741, 19.6004, 21.9045], [14.2899, 18.4157, 21.5757], [21.0553, 13.3062, 20.9648], [16.9544, 12.0184, 21.3434], [8.5974, 14.3533, 22.2903], [9.3139, 12.6025, 15.4550], [8.8033, 10.5793, 15.0340], [11.7064, 12.9428, 21.8811], [11.2402, 15.1538, 15.8909], [16.4709, 16.0236, 9.7652], [16.3740, 8.9869, 16.1160], [14.7953, 14.0361, 7.6519], [11.7053, 15.5513, 13.3936], [15.7643, 17.0421, 20.1817], [12.9100, 17.3646, 21.0501], [10.2814, 19.3848, 15.6594], [11.0716, 17.8288, 15.4885], [13.3321, 21.1457, 13.6526], [16.0488, 11.9652, 18.9031], [16.9410, 14.2062, 8.9649], [13.8632, 20.4859, 12.7832], [14.5759, 14.2074, 18.6228], [12.7838, 13.5941, 17.4588], [6.0589, 15.0188, 16.1079], [13.4788, 14.3040, 18.6117], [10.4351, 15.3359, 19.8466], [8.2609, 15.2527, 19.9788], [11.8023, 10.9510, 22.6145], [16.7061, 13.7211, 20.7065], [11.2882, 18.8862, 15.4744], [8.8072, 9.2023, 20.0082], [8.7343, 10.7055, 20.0443], [12.5413, 19.4607, 20.8961], [7.0719, 16.0444, 17.7476], [8.2089, 14.2162, 16.7131], [13.1002, 12.5476, 17.5703], [19.2980, 12.2667, 21.5206], [11.7917, 19.5104, 20.0513], [12.8082, 18.7627, 13.8448], [16.8485, 11.8448, 12.1043], [11.8922, 19.1199, 16.3023], [7.2915, 15.4218, 16.5809], [17.5999, 16.1574, 12.8913], [16.9255, 15.5014, 10.9847], [8.9754, 16.7383, 20.4124], [14.8694, 14.6729, 8.5687], [11.9403, 11.6673, 21.5306], [15.7018, 10.2668, 15.6025], [15.7642, 10.4985, 11.8972], [13.6987, 22.5617, 13.9966], [14.3439, 16.8429, 17.1951], [14.6797, 22.5782, 14.4609], [14.5088, 14.0689, 9.3931], [13.9326, 18.2578, 19.5071], [10.7265, 16.0848, 19.1146], [7.5777, 11.6502, 14.4204], [8.3800, 14.2601, 23.7938], [9.8058, 12.4504, 16.4305], [7.8131, 16.3621, 15.7257], [15.6782, 12.3577, 14.2179], [11.0506, 11.2653, 20.3528], [8.4553, 13.7616, 17.7796], [17.3770, 13.2216, 18.6266], [9.1305, 15.6833, 20.4546], [11.2410, 15.4229, 20.6573], [14.2222, 11.4414, 13.7513], [9.1319, 15.4383, 21.8905], [13.2065, 15.3909, 18.7274], [16.9853, 16.5155, 12.0476], [8.1971, 13.4257, 21.5983], [9.9897, 12.7085, 14.6273], [7.6034, 11.4776, 16.1969], [8.5615, 13.8548, 15.5083], [15.6017, 7.9003, 16.1129], [13.0220, 23.0453, 14.7368], [12.2470, 20.6852, 14.3603], [15.1476, 12.1091, 11.7105], [9.3309, 8.7834, 19.1318], [13.7953, 15.8124, 13.9149], [20.6578, 12.8261, 21.8471], [9.4581, 14.9142, 24.3924], [16.6789, 9.1434, 17.4411], [8.3308, 13.0243, 24.1796], [11.9596, 19.2985, 14.1720], [17.2420, 14.3159, 11.0601], [15.0465, 17.5414, 19.3456], [15.4059, 17.4312, 17.8465], [16.7482, 15.5333, 7.8503], [8.2742, 11.5533, 15.2867], [12.9956, 13.8604, 13.4698], [18.6045, 13.1123, 20.7556], [15.8283, 10.3062, 14.3238], [17.0043, 12.3393, 19.1594], [7.2573, 14.9011, 24.2215], [14.2791, 15.5262, 8.3577], [9.3122, 8.8841, 20.9218], [18.8702, 11.1755, 21.8819], [17.4007, 17.4860, 11.7385], [7.7959, 8.7396, 19.9871], [13.1041, 13.9022, 19.5618], [16.3043, 15.0715, 8.7012], [13.1970, 11.5511, 21.0765], [16.5134, 16.7115, 17.6318], [13.8327, 23.1758, 13.0851], [11.4284, 11.1015, 19.2023], [15.9822, 16.7622, 12.4583], [17.1784, 12.7932, 20.5414], [15.3167, 11.4797, 13.6902], [15.8416, 11.4910, 12.2704]], "atomic_forces_ev_per_a": [[-0.187, 0.411, -0.144], [-0.801, -0.569, 0.029], [0.488, 0.151, -0.124], [-0.858, 0.199, -1.228], [0.248, -0.074, 0.077], [0.114, -0.335, -0.356], [0.271, -0.682, 0.276], [-0.966, 1.395, 2.128], [-0.100, 0.159, 0.661], [0.569, 1.951, -0.550], [0.270, -0.266, -0.183], [0.499, -0.178, 0.068], [-0.220, -0.101, -0.717], [-2.111, 0.567, 1.101], [0.078, -0.222, 0.060], [2.879, 1.138, -2.294], [0.394, 0.296, -0.232], [-0.008, -0.388, -0.944], [0.262, -0.168, 0.151], [0.323, -0.194, -0.384], [-0.180, 1.073, -1.109], [-1.993, -3.084, -1.068], [-0.946, 0.430, 0.753], [-0.698, 0.841, 0.863], [0.093, 0.239, -0.205], [1.302, -0.527, 0.087], [0.406, -0.131, 1.882], [0.134, 0.324, 2.187], [-0.004, 0.302, 0.637], [-0.596, 0.260, 0.189], [-1.106, 0.499, -0.555], [0.313, -0.048, 0.241], [1.306, -0.324, -0.573], [0.048, -0.475, -0.045], [-0.945, -0.497, -0.687], [-1.193, 0.175, -0.315], [-0.408, 0.286, -0.332], [-0.123, 0.540, 0.871], [-0.441, -0.055, -0.301], [0.972, -0.244, 1.472], [1.417, 0.448, 0.308], [-0.637, 1.337, 1.006], [1.779, -0.010, 0.917], [-0.017, -0.580, 0.087], [-0.174, -0.783, 0.506], [-0.779, 0.971, 0.457], [-1.673, -0.082, -0.672], [-0.460, -0.975, -0.694], [-0.263, 0.403, 0.383], [-1.347, 1.822, 0.416], [0.223, -0.449, -0.379], [-0.589, 1.126, -0.785], [-0.046, 0.224, -0.897], [-0.411, -1.523, 0.281], [0.522, -0.755, 1.143], [0.973, -0.656, 0.024], [0.185, 0.216, 0.381], [0.958, 0.247, 1.121], [-1.256, 1.735, -0.761], [-0.325, -0.046, -0.459], [-0.012, -1.902, -2.528], [-0.013, 0.842, 0.064], [0.523, -1.280, -1.602], [1.221, 0.521, -1.103], [-0.115, -1.409, -0.300], [-0.068, -0.898, -0.550], [-0.059, 0.789, 0.411], [0.776, -0.134, 0.352], [0.250, -0.273, 0.091], [-0.060, 0.210, 0.278], [1.138, -0.990, 0.414], [-0.147, -0.089, -0.361], [0.678, 0.580, 0.498], [1.107, 2.284, 0.968], [0.188, 0.206, -0.623], [-0.715, -1.122, 0.771], [-0.181, 0.051, 0.299], [-0.754, -0.286, -1.111], [0.548, -0.889, 0.916], [-0.553, -0.442, -0.928], [-0.532, 0.680, 0.250], [-1.039, -0.418, -1.084], [0.259, 0.080, -0.114], [0.432, 1.371, -0.329], [0.295, -0.944, -0.594], [0.030, 1.014, 1.553], [0.532, 1.199, 0.712], [0.332, -0.010, -0.228], [1.028, -0.175, -0.901], [0.755, -0.322, 0.185], [-0.078, 0.018, -0.918], [0.228, -0.455, -0.801], [1.907, 0.949, -0.423], [0.124, 0.211, -0.353], [0.050, 0.363, 0.427], [-1.180, -0.622, 0.664], [-0.171, -0.491, -0.198], [-1.210, -0.963, -0.197], [0.343, 0.237, -1.012], [0.050, -0.696, 0.482], [-2.553, 0.931, 0.654], [-0.522, 2.075, 0.571], [1.008, -0.277, 0.352], [-1.115, -1.629, -0.290], [-0.081, 0.438, -0.858], [-0.876, -2.424, -0.622], [-0.135, -0.658, 0.167], [-0.558, 0.226, -0.046], [0.719, -0.290, -1.620], [1.765, 0.287, -0.485], [0.751, -0.458, -0.555], [-0.865, 0.836, 0.176], [-0.120, -0.214, -0.088], [0.729, 1.421, -0.274], [-0.131, -0.462, -0.323], [0.566, 0.417, 0.128], [0.154, -0.380, -0.232], [0.984, -0.970, 1.466], [0.292, 0.309, 0.554], [-0.654, 0.145, 0.270], [-0.409, -0.439, 0.412], [-0.765, 0.311, 1.931], [0.432, -0.379, -0.420], [0.992, -1.798, 2.636], [0.294, 0.575, -0.544], [-0.968, 0.265, 0.192]], "lowdin_charge": [0.0947, 0.0721, 0.1230, -0.1819, 0.0625, 0.1278, 0.1859, 0.1803, 0.0814, 0.2137, 0.0830, 0.0769, 0.0074, -0.4022, 0.1145, -0.5238, 0.1008, 0.0976, 0.1249, 0.0818, 0.1399, -0.4180, -0.1836, 0.1041, 0.1590, 0.1364, -0.0373, -0.5189, 0.0950, 0.1992, 0.1559, 0.1215, 0.1058, 0.0498, -0.5034, 0.0614, 0.1165, 0.0862, 0.0838, -0.1522, 0.1326, -0.0477, -0.0586, 0.1094, 0.2095, 0.0999, -0.0498, -0.0615, -0.1736, -0.0824, 0.1575, -0.4470, 0.1190, -0.5336, 0.1005, 0.0964, 0.0740, 0.0499, -0.4603, 0.0973, -0.4675, 0.1208, -0.0625, -0.5690, -0.4544, 0.0699, 0.0110, 0.1132, 0.0809, 0.0732, 0.0179, 0.0840, 0.0931, -0.5080, 0.1193, 0.1371, 0.1311, -0.3819, 0.1669, 0.0951, -0.1726, 0.1070, 0.1301, 0.0722, 0.0749, 0.0139, 0.1393, 0.1231, 0.1025, 0.0391, 0.1752, 0.0940, -0.0301, 0.0729, 0.0843, 0.1045, 0.0193, 0.1084, 0.1293, 0.2137, -0.2111, 0.0596, -0.3915, -0.5517, 0.1117, -0.0729, 0.1643, -0.0209, 0.0525, -0.0669, 0.1497, 0.0631, 0.0888, 0.0671, 0.0965, 0.0888, 0.0671, -0.2416, 0.1527, 0.1725, 0.0969, 0.1423, 0.0936, -0.2043, -0.1878, -0.0432]}

---

[2]
{"formula": "C4H9NOS2", "method": "ωB97M-V/def2-TZVPD", "lumo_energy_ha": 0.02322, "smiles": "C[C@@H](CSS)NC=O", "fmax_ha_per_bohr": 0.0337, "total_charge": 0, "e_homo_ev": -8.154, "multiplicity": 1, "e_tot_ev": -29501.454, "species": ["C", "H", "H", "C", "H", "H", "S", "S", "H", "O", "H", "H", "C", "H", "N", "H", "C"], "coordinates": [[0.1471, 0.5082, 0.2833], [0.0336, -3.1713, 0.6552], [1.2666, 2.5003, 0.0313], [-1.3536, 0.1647, 0.3251], [1.7261, -1.1466, -2.3421], [-0.4006, 2.5514, -0.1008], [-1.2780, -3.2117, 0.9243], [-1.7417, -1.2904, 1.4017], [0.5274, 0.0421, 1.1777], [0.6579, -2.1237, -0.9496], [-1.9608, 0.8680, 0.8886], [0.3439, 2.2833, 1.5181], [0.3659, 2.0198, 0.4473], [1.5734, 0.7640, -1.1925], [0.8373, 0.1315, -0.9523], [-1.8189, 0.2064, -0.6602], [1.0744, -1.0960, -1.4551]], "atomic_forces_ev_per_a": [[-0.127, 0.693, 0.035], [-0.022, 0.158, 0.312], [0.221, -0.882, 0.202], [0.038, -0.942, -0.680], [-0.080, 0.430, -0.006], [-0.567, 0.207, 0.153], [-0.386, -0.398, -0.641], [-0.156, 0.808, 0.766], [0.734, -0.560, 0.056], [0.181, 0.430, -0.683], [0.365, 0.381, 0.380], [-0.249, 0.007, -0.500], [-0.148, 0.636, 0.264], [0.015, 0.557, -0.329], [0.234, 0.324, -0.180], [0.171, -0.486, -0.198], [-0.226, -1.362, 1.049]], "nbo_charge": [-0.0814, 0.1639, 0.2121, -0.5251, 0.1247, 0.2115, -0.1164, 0.0435, 0.2068, -0.6345, 0.2388, 0.2257, -0.6170, 0.3892, -0.6105, 0.2292, 0.5397]}